This record from the Open Molecules 2025 dataset describes a gas-phase ion, C4H12NOS (charge +1) in a non-equilibrium geometry. The level of theory is ωB97M-V with the def2-TZVPD basis set.

```
19
Properties=species:S:1:pos:R:3:nbo_charge:R:1
N 1.071 -1.064 -0.745 -0.71
C -0.146 -0.207 -0.368 -0.07
C -0.892 -0.026 -1.699 -0.09
O -1.320 -1.261 -2.049 -0.74
C 0.357 1.102 0.388 -0.45
C 0.252 1.090 1.880 -0.51
S 0.629 -0.580 2.564 -0.11
H 0.558 -1.991 -1.039 0.48
H 1.659 -0.668 -1.429 0.44
H 1.682 -1.313 0.058 0.45
H -0.931 -0.729 0.306 0.27
H -1.653 0.733 -1.498 0.21
H -0.258 0.481 -2.498 0.18
H -2.351 -1.368 -1.966 0.52
H 0.020 2.110 -0.098 0.26
H 1.309 1.265 0.086 0.21
H -0.798 1.401 2.160 0.24
H 0.946 1.770 2.311 0.24
H -0.132 -0.744 3.637 0.18
```

For the calculated total energy, the calculation gives -18707.5446 eV. The value obtained for the HOMO energy is -12.938 eV. The calculation puts the energy above the lowest of the compared OMol25 structures with the same formula, charge and spin at 146.8 kJ/mol. The net charge is +1.

=====

This record from the Open Molecules 2025 dataset describes a molecular structure, C32H48CaCl4F10KNNaO16PS in a non-equilibrium geometry. The level of theory is ωB97M-V with the def2-TZVPD basis set.

```
116
Properties=species:S:1:pos:R:3:lowdin_charge:R:1
C 4.376 -1.338 1.535 0.05
C 3.731 -2.200 0.485 -0.42
O 3.800 -3.421 0.607 -0.03
N 3.130 -1.602 -0.631 0.05
C 3.149 -2.586 -1.740 -0.01
C 1.772 -1.067 -0.325 -0.37
O 1.943 0.294 -0.180 0.00
C 1.689 0.896 1.090 -0.13
C 1.753 2.391 0.774 -0.32
C 3.222 2.714 0.690 -0.04
C 0.985 3.277 1.745 -0.35
C -0.524 3.038 1.749 -0.17
C 1.205 4.779 1.396 -0.02
O 1.329 -1.732 0.862 0.11
C 0.353 -2.609 0.414 -0.52
O 0.179 -3.740 0.760 0.18
O -0.350 -1.899 -0.487 0.04
C 0.664 -1.296 -1.387 -0.08
C -0.037 -0.095 -2.017 -0.05
C -1.065 0.613 -1.142 -0.04
C -2.521 0.198 -1.375 -0.42
F -3.080 1.224 -2.079 0.12
F -2.664 -0.875 -2.157 0.16
C -3.381 0.131 -0.083 -0.33
F -4.647 0.367 -0.430 0.17
F -3.015 1.161 0.724 0.13
C -3.376 -1.179 0.761 -0.34
F -4.642 -1.407 1.163 0.13
F -2.976 -2.274 0.126 0.17
C -2.560 -1.060 2.092 -0.51
F -2.391 -2.344 2.610 -0.21
F -3.210 -0.379 3.019 0.15
F -1.333 -0.595 1.906 0.18
H 5.139 -1.941 2.012 0.09
H 4.884 -0.520 1.031 0.11
H 3.665 -1.005 2.280 0.09
H 2.357 -3.329 -1.645 0.09
H 4.111 -3.062 -1.838 0.10
H 2.966 -2.040 -2.661 0.11
H 0.714 0.670 1.524 0.10
H 2.478 0.695 1.809 0.11
H 1.367 2.483 -0.246 0.14
H 3.758 2.465 1.608 0.10
H 3.642 2.192 -0.163 0.08
H 3.418 3.764 0.511 0.07
H 1.442 3.150 2.734 0.14
H -0.920 3.525 2.676 -0.12
H -0.822 1.968 1.768 0.05
H -0.968 3.473 0.861 0.11
H 0.233 5.248 1.240 0.07
H 1.746 4.904 0.467 0.09
H 1.672 5.326 2.207 0.09
H 0.775 -2.069 -2.136 0.15
H 0.714 0.652 -2.271 0.12
H -0.424 -0.429 -2.971 0.14
H -0.988 1.668 -1.374 0.14
H -0.799 0.528 -0.095 0.09
K -1.528 3.008 4.038 0.98
O 2.539 2.988 -2.487 -0.15
P 3.466 2.320 -3.484 -0.11
O 4.793 2.054 -2.790 -0.15
O 3.716 3.253 -4.659 -0.15
O 2.830 1.009 -3.979 -0.44
C -5.128 0.382 6.649 -1.02
Cl -4.332 1.973 6.741 0.48
Cl -4.572 -0.687 7.929 0.50
H -6.196 0.530 6.750 0.03
H -4.899 -0.070 5.690 0.00
Cl 1.669 -2.663 -7.009 0.50
C 2.697 -1.554 -7.970 -0.66
C 3.950 -1.156 -7.235 -0.64
Cl 3.593 -0.096 -5.831 0.69
H 2.097 -0.686 -8.230 0.07
H 2.952 -2.084 -8.887 0.07
H 4.603 -0.599 -7.906 0.07
H 4.492 -2.030 -6.876 0.06
O -8.242 -5.723 2.595 -0.28
S -7.824 -6.376 1.388 0.57
O -6.855 -7.422 1.428 -0.26
O -7.357 -5.265 0.351 -0.25
C -6.370 -4.313 0.790 -0.26
C -4.973 -4.901 0.813 -0.12
C -9.236 -6.931 0.497 -0.11
H -6.647 -3.910 1.767 0.10
H -6.413 -3.490 0.079 0.12
H -4.881 -5.671 1.581 0.03
H -4.240 -4.122 1.025 0.00
H -4.730 -5.367 -0.142 0.09
H -9.954 -6.118 0.433 0.07
H -9.658 -7.769 1.046 0.08
H -8.919 -7.251 -0.492 0.08
F 5.024 4.742 -1.293 0.04
C 6.239 5.138 -1.740 -0.27
C 6.623 4.781 -3.014 -0.02
C 7.861 5.193 -3.482 -0.09
C 8.695 5.941 -2.650 -0.11
C 8.286 6.275 -1.359 -0.08
C 7.038 5.874 -0.901 -0.01
H 5.945 4.196 -3.619 0.09
H 8.177 4.931 -4.483 0.10
H 9.667 6.259 -3.008 0.09
H 8.935 6.847 -0.710 0.10
H 6.685 6.119 0.096 0.09
Ca -3.451 -3.875 3.860 0.73
C 6.428 5.737 3.321 -0.82
O 6.989 6.070 2.244 -0.09
O 5.681 4.527 3.183 -0.04
O 6.416 6.267 4.429 -0.04
H 5.888 4.381 2.248 0.06
Na 4.652 -5.333 1.097 0.85
C -10.990 -3.286 2.250 -0.16
O -9.672 -3.097 2.743 -0.13
H -11.511 -2.333 2.302 0.08
H -10.970 -3.621 1.208 0.07
H -11.528 -4.018 2.859 0.08
H -9.221 -3.948 2.692 0.02
```

For the calculated total energy, the calculation gives -204771.5776 eV. The value obtained for the HOMO energy is -5.896 eV. The calculation puts the energy above the lowest of the compared OMol25 structures with the same formula, charge and spin at 174.0 kJ/mol.

=====

This record from the Open Molecules 2025 dataset describes a molecular structure, C19H30Cl3NOSiSn in a non-equilibrium geometry. The level of theory is ωB97M-V with the def2-TZVPD basis set.

```
56
Properties=species:S:1:pos:R:3:nbo_charge:R:1
C -0.554 1.165 -3.409 -0.04
C -0.718 -0.238 -3.694 -0.09
C 0.586 -0.840 -3.686 0.05
C -1.988 -0.894 -3.991 -0.63
C 1.561 0.193 -3.481 -0.09
C 0.863 1.443 -3.310 0.16
C 1.465 2.739 -3.102 -0.73
C -1.626 2.139 -3.251 -0.66
C 0.837 -2.254 -3.919 -0.65
C 3.001 -0.002 -3.486 -0.64
Sn -1.194 -0.859 0.392 1.52
Cl -1.781 -2.971 -0.271 -0.58
Cl -2.875 0.809 0.049 -0.59
Cl 1.255 -0.339 -0.218 -0.61
H -2.813 -0.226 -3.981 0.21
H -2.186 -1.742 -3.303 0.21
H -1.945 -1.355 -5.029 0.18
H 0.147 -2.899 -3.373 0.22
H 1.881 -2.520 -3.584 0.21
H 0.775 -2.511 -4.979 0.20
H 3.311 -0.873 -2.929 0.21
H 3.512 0.897 -3.050 0.22
H 3.390 -0.103 -4.518 0.17
H 2.520 2.618 -2.813 0.21
H 0.970 3.254 -2.241 0.35
H 1.434 3.349 -4.030 0.19
H -2.549 1.649 -2.918 0.21
H -1.843 2.654 -4.207 0.18
H -1.337 2.868 -2.484 0.26
O 0.817 3.129 -0.405 -1.32
H 1.191 1.902 -0.258 0.38
C -0.872 2.757 2.346 -1.18
Si -0.706 1.206 3.352 1.85
C 0.793 1.408 4.448 -1.15
C -2.262 0.913 4.352 -1.14
N -0.614 -0.372 2.459 -1.22
C -0.097 -1.509 2.974 0.20
C 1.297 -1.669 3.367 -0.27
C 1.703 -2.889 3.826 -0.21
C 0.815 -3.938 3.925 -0.29
C -0.556 -3.861 3.516 -0.20
C -0.972 -2.630 2.980 -0.28
H -1.105 3.577 3.036 0.21
H -1.698 2.655 1.620 0.26
H 0.021 2.989 1.754 0.33
H 0.596 2.134 5.218 0.22
H 1.098 0.468 4.955 0.23
H 1.668 1.768 3.876 0.25
H -3.132 0.810 3.677 0.24
H -2.200 0.030 4.964 0.22
H -2.464 1.780 5.011 0.20
H 1.904 -0.777 3.200 0.23
H 2.758 -3.019 4.118 0.19
H 1.133 -4.926 4.334 0.18
H -1.250 -4.632 3.593 0.19
H -1.962 -2.457 2.577 0.21
```

For the calculated total energy, the calculation gives -75003.9574 eV. The value obtained for the HOMO energy (spin up / spin down) is -0.330 / -0.236 eV. The calculation puts the energy above the lowest of the compared OMol25 structures with the same formula, charge and spin at 233.0 kJ/mol. The net charge is -2.

=====

This record from the Open Molecules 2025 dataset describes 3 unconnected molecules or ions with the total composition C2H7OS2 in a non-equilibrium geometry. The level of theory is ωB97M-V with the def2-TZVPD basis set.

```
12
Properties=species:S:1:pos:R:3:nbo_charge:R:1
C -0.232 -2.612 -0.381 0.23
O -0.523 -3.676 -0.898 -0.51
H 0.794 -2.600 0.033 0.13
H -0.891 1.214 -5.347 0.00
H -1.015 -1.849 -0.401 0.15
C 0.706 1.820 2.268 -0.76
S 0.442 0.388 1.144 0.22
S -1.357 -0.268 1.871 -0.17
H 0.161 1.682 3.189 0.25
H 0.421 2.642 1.608 0.23
H 1.724 2.107 2.549 0.23
H -0.229 1.153 -5.635 0.00
```

For the calculated total energy, the calculation gives -25902.6476 eV. The value obtained for the HOMO energy (spin up / spin down) is -9.130 / -9.331 eV. The calculation puts the energy above the lowest of the compared OMol25 structures with the same formula, charge and spin at 49.3 kJ/mol. As for the expectation value of S²: 0.755. The spin multiplicity is 2.

=====

This record from the Open Molecules 2025 dataset describes a single C3H2ClN3O2 molecule in a non-equilibrium geometry. The level of theory is ωB97M-V with the def2-TZVPD basis set.

```
11
Properties=species:S:1:pos:R:3:nbo_charge:R:1
O 0.866 -1.612 -1.916 -0.54
C 0.929 -1.000 -0.891 0.77
O 1.984 -0.971 -0.056 -0.68
C -0.155 -0.131 -0.372 -0.12
N -1.335 0.037 -1.031 -0.16
N -2.128 0.765 -0.363 -0.03
N -1.464 1.172 0.752 -0.36
C -0.253 0.579 0.795 0.13
Cl 0.808 0.920 2.099 0.08
H 2.663 -1.595 -0.358 0.50
H -1.914 1.838 1.341 0.43
```

For the calculated total energy, the calculation gives -24230.3730 eV. The value obtained for the HOMO energy is -10.245 eV. The calculation puts the energy above the lowest of the compared OMol25 structures with the same formula, charge and spin at 0.0 kJ/mol.

=====

This record from the Open Molecules 2025 dataset describes a gas-phase ion, CH3O (charge -1) in a non-equilibrium geometry. The level of theory is ωB97M-V with the def2-TZVPD basis set.

```
5
Properties=species:S:1:pos:R:3:nbo_charge:R:1
C -0.009 0.043 -0.009 -0.22
O -0.351 -1.154 0.565 -1.01
H -0.785 0.718 0.165 0.10
H 0.178 -0.166 -1.033 0.09
H 0.968 0.559 0.312 0.04
```

For the calculated total energy, the calculation gives -3131.7127 eV. The value obtained for the HOMO energy is -1.406 eV. The calculation puts the energy above the lowest of the compared OMol25 structures with the same formula, charge and spin at 30.4 kJ/mol. The net charge is -1.

=====

This record from the Open Molecules 2025 dataset describes a single C2H11BrN2O4P2Si molecule in a non-equilibrium geometry. The level of theory is ωB97M-V with the def2-TZVPD basis set.

```
23
Properties=species:S:1:pos:R:3:nbo_charge:R:1
C -2.249 0.094 1.975 -0.63
C -1.373 1.134 1.252 -0.22
N -1.056 0.822 -0.143 -1.05
Si 0.270 -0.221 -0.476 0.86
Br 0.226 -2.227 0.597 -0.36
P 2.259 0.759 -0.051 0.88
N 3.212 -0.531 0.539 -1.13
O 2.015 1.757 1.254 -0.98
P 0.160 -0.759 -2.660 2.00
O 1.442 -1.325 -3.045 -1.10
O -0.355 0.440 -3.529 -0.98
O -1.008 -1.813 -2.797 -0.99
H -1.643 -0.469 2.662 0.21
H -2.604 -0.622 1.254 0.21
H -3.070 0.553 2.493 0.22
H -0.476 1.322 1.817 0.19
H -1.918 2.066 1.251 0.20
H -1.891 0.574 -0.658 0.40
H 3.923 -0.116 1.133 0.39
H 2.686 -1.172 1.129 0.38
H 1.749 1.272 2.053 0.47
H 0.353 1.101 -3.623 0.52
H -0.653 -2.639 -2.425 0.52
```

For the calculated total energy, the calculation gives -109925.5309 eV. The value obtained for the HOMO energy is -8.785 eV.

=====

This record from the Open Molecules 2025 dataset describes a molecular structure, C44H94AsF6N4P2 in a non-equilibrium geometry. The level of theory is ωB97M-V with the def2-TZVPD basis set.

```
151
Properties=species:S:1:pos:R:3:lowdin_charge:R:1
As 0.722 0.317 0.466 0.78
F 1.861 1.102 -0.665 -0.29
F 1.764 -1.086 0.521 -0.26
F -0.433 -0.475 1.542 -0.27
F -0.285 1.765 0.519 -0.26
F -0.033 -0.380 -0.925 -0.25
F 1.617 1.021 1.791 -0.25
C 1.382 -1.376 -7.501 -0.05
C 2.815 -1.419 -6.938 -0.14
N 2.785 -1.473 -5.481 -0.05
C 2.118 -0.582 -4.647 0.00
C 2.518 -0.872 -3.384 -0.02
N 3.440 -1.871 -3.437 -0.07
C 3.511 -2.294 -4.705 0.01
C 4.024 -2.531 -2.270 0.05
H 1.383 -0.797 -8.428 0.09
H 0.664 -0.779 -6.939 0.07
H 1.048 -2.395 -7.660 0.09
H 3.484 -0.580 -7.136 0.14
H 3.238 -2.341 -7.331 0.13
H 1.614 0.255 -5.096 0.13
H 2.190 -0.453 -2.445 0.11
H 4.151 -3.028 -5.168 0.17
H 4.575 -1.773 -1.720 0.11
H 4.748 -3.256 -2.640 0.11
H 3.226 -3.076 -1.771 0.09
C -1.409 1.427 8.594 -0.05
C -1.207 2.487 7.507 -0.16
N -1.368 2.076 6.115 -0.04
C -0.353 1.518 5.360 0.01
C -0.765 1.487 4.074 0.00
N -2.114 1.760 4.058 -0.07
C -2.429 2.172 5.302 0.00
C -3.010 1.877 2.898 0.03
H -1.811 0.523 8.116 0.07
H -2.251 1.613 9.260 0.08
H -0.529 1.093 9.132 0.08
H -0.177 2.840 7.606 0.13
H -1.693 3.440 7.709 0.14
H 0.589 1.397 5.871 0.15
H -0.304 1.166 3.153 0.09
H -3.430 2.531 5.483 0.17
H -4.007 1.722 3.309 0.10
H -2.768 1.059 2.226 0.08
H -3.002 2.846 2.409 0.11
C -4.338 -1.097 0.134 -0.11
C -4.212 -2.537 0.619 -0.24
C -3.001 -2.687 1.514 -0.27
C -2.869 -4.072 2.176 -0.26
P -1.373 -4.217 3.195 1.04
C -1.405 -2.899 4.464 -0.26
C -0.325 -2.898 5.598 -0.22
C -0.487 -3.981 6.671 -0.28
C -1.814 -4.072 7.350 -0.09
C -1.519 -5.823 4.039 -0.26
C -1.412 -7.026 3.087 -0.25
C -1.674 -8.366 3.796 -0.26
C -3.102 -8.900 3.712 -0.10
C 0.139 -4.091 2.127 -0.23
C -0.047 -4.820 0.774 -0.23
C 1.245 -4.742 -0.032 -0.24
C 1.034 -5.173 -1.502 -0.11
H -4.733 -0.491 0.957 0.07
H -5.005 -0.935 -0.711 0.08
H -3.381 -0.622 -0.104 0.06
H -4.033 -3.250 -0.190 0.12
H -5.111 -2.763 1.192 0.12
H -3.153 -1.953 2.322 0.10
H -2.030 -2.358 1.134 0.09
H -2.888 -4.943 1.518 0.10
H -3.689 -4.276 2.873 0.11
H -2.367 -2.747 4.961 0.10
H -1.309 -1.963 3.899 0.07
H -0.367 -1.881 5.994 0.10
H 0.646 -2.987 5.106 0.11
H 0.273 -3.725 7.422 0.12
H -0.009 -4.885 6.283 0.09
H -1.853 -4.742 8.204 0.09
H -2.591 -4.422 6.661 0.06
H -2.105 -3.057 7.634 0.08
H -2.474 -5.893 4.563 0.11
H -0.648 -5.879 4.689 0.08
H -0.376 -7.002 2.741 0.10
H -2.052 -7.094 2.203 0.11
H -1.307 -8.357 4.826 0.11
H -1.023 -9.104 3.321 0.11
H -3.894 -8.168 3.884 0.07
H -3.233 -9.667 4.476 0.08
H -3.303 -9.375 2.752 0.08
H 0.916 -4.621 2.684 0.11
H 0.310 -3.014 2.182 0.08
H -0.851 -4.338 0.214 0.11
H -0.337 -5.836 1.017 0.09
H 1.957 -5.465 0.366 0.12
H 1.671 -3.740 -0.048 0.08
H 1.882 -5.751 -1.886 0.07
H 0.817 -4.411 -2.250 0.06
H 0.268 -5.949 -1.605 0.08
C -3.656 1.914 -2.639 -0.08
C -2.170 1.788 -3.062 -0.24
C -1.403 3.069 -2.704 -0.25
C 0.105 2.916 -2.897 -0.28
P 1.202 4.280 -3.122 1.01
C 0.268 5.674 -3.761 -0.26
C 1.001 6.930 -4.279 -0.24
C 1.321 6.924 -5.776 -0.26
C 0.184 7.446 -6.670 -0.10
C 1.827 4.713 -1.439 -0.24
C 0.775 5.290 -0.494 -0.24
C 0.646 6.806 -0.597 -0.26
C 1.514 7.563 0.400 -0.09
C 2.640 3.828 -4.115 -0.25
C 3.676 3.014 -3.297 -0.22
C 4.581 2.259 -4.319 -0.23
C 5.517 1.229 -3.679 -0.10
H -4.387 1.907 -3.456 0.08
H -3.806 2.969 -2.389 0.07
H -3.963 1.134 -1.952 0.05
H -2.075 1.708 -4.149 0.11
H -1.770 0.883 -2.605 0.09
H -1.629 3.317 -1.664 0.10
H -1.849 3.886 -3.275 0.11
H 0.284 2.234 -3.742 0.09
H 0.473 2.292 -2.077 0.07
H -0.519 5.942 -3.056 0.10
H -0.262 5.184 -4.591 0.10
H 1.818 7.326 -3.670 0.11
H 0.320 7.771 -4.107 0.12
H 1.602 5.935 -6.152 0.09
H 2.215 7.514 -5.986 0.11
H 0.251 7.155 -7.716 0.08
H 0.058 8.529 -6.634 0.08
H -0.781 7.088 -6.294 0.07
H 2.693 5.371 -1.540 0.11
H 2.194 3.756 -1.055 0.08
H 0.906 5.069 0.569 0.12
H -0.187 4.798 -0.685 0.09
H -0.398 7.103 -0.479 0.12
H 0.966 7.136 -1.589 0.07
H 0.933 7.895 1.262 0.08
H 1.944 8.467 -0.032 0.08
H 2.356 6.991 0.797 0.08
H 3.068 4.772 -4.458 0.10
H 2.244 3.281 -4.974 0.10
H 3.190 2.310 -2.621 0.08
H 4.324 3.697 -2.749 0.12
H 5.058 3.000 -4.953 0.12
H 3.882 1.573 -4.805 0.07
H 5.766 0.392 -4.335 0.07
H 5.029 0.779 -2.808 0.06
H 6.479 1.596 -3.318 0.08
```

For the calculated total energy, the calculation gives -148817.2231 eV. The value obtained for the HOMO energy is -16.491 eV. The calculation puts the energy above the lowest of the compared OMol25 structures with the same formula, charge and spin at 0.0 kJ/mol. The net charge is +3.